(1)
Computed, not measured: C30H69IN9O9S as an isolated structure, with ωB97M-V/def2-TZVPD.

The energy comes out at -82993.597 eV. The orbital gap is 0.277 Eh. The net charge is +1. The HOMO energy is -0.3752 hartree.

Positions of all 119 atoms, in Å:
1 C 3.532 -1.361 3.178
2 C 4.054 0.016 3.807
3 I 6.169 -0.349 4.338
4 C 4.081 1.246 2.779
5 S 2.733 2.502 3.167
6 C 1.252 1.455 3.530
7 C -0.140 2.092 3.052
8 C -1.088 0.830 2.719
9 N -0.941 0.196 1.406
10 O -1.900 0.358 3.543
11 H 3.547 -2.151 3.999
12 H 2.494 -1.309 2.719
13 H 4.281 -1.650 2.362
14 H 3.511 0.271 4.787
15 H 5.060 1.805 2.963
16 H 4.093 0.923 1.691
17 H 2.497 3.267 2.012
18 H 1.287 1.149 4.623
19 H 1.382 0.490 2.920
20 H -0.615 2.801 3.800
21 H 0.042 2.596 2.039
22 H 0.062 0.218 1.125
23 H -1.129 -0.814 1.535
24 C 1.890 0.512 -1.243
25 O 1.787 1.243 -0.260
26 N 2.829 -0.450 -1.405
27 C 2.886 -1.278 -2.597
28 C 3.796 -0.647 -0.348
29 H 1.198 0.589 -2.096
30 H 2.770 -2.326 -2.308
31 H 3.855 -1.137 -3.083
32 H 2.083 -1.009 -3.303
33 H 3.260 -0.898 0.573
34 H 4.348 0.283 -0.193
35 H 4.492 -1.448 -0.598
36 C -3.014 -1.219 -3.321
37 O -2.867 -1.174 -4.531
38 N -2.897 -0.160 -2.477
39 C -3.085 -0.290 -1.043
40 C -2.574 1.141 -3.026
41 H -3.262 -2.159 -2.803
42 H -3.903 0.360 -0.733
43 H -2.165 0.012 -0.539
44 H -3.322 -1.319 -0.771
45 H -3.345 1.430 -3.743
46 H -1.615 1.083 -3.549
47 H -2.513 1.886 -2.233
48 C 0.302 -1.379 -5.019
49 O 1.496 -1.474 -4.770
50 N -0.257 -0.456 -5.842
51 C -1.688 -0.408 -6.085
52 C 0.601 0.511 -6.500
53 H -0.438 -2.063 -4.573
54 H -1.872 -0.547 -7.153
55 H -2.070 0.567 -5.772
56 H -2.205 -1.189 -5.528
57 H 1.332 -0.018 -7.116
58 H 1.136 1.090 -5.742
59 H 0.011 1.182 -7.125
60 C 6.094 2.572 -1.750
61 O 6.020 1.458 -1.258
62 N 5.570 3.699 -1.198
63 C 5.693 5.001 -1.823
64 C 4.862 3.578 0.053
65 H 6.601 2.752 -2.710
66 H 6.220 5.675 -1.142
67 H 4.694 5.394 -2.028
68 H 6.249 4.933 -2.759
69 H 5.525 3.165 0.819
70 H 4.023 2.889 -0.095
71 H 4.486 4.550 0.376
72 C -5.770 -0.616 0.926
73 O -5.897 -0.265 -0.235
74 N -6.228 -1.784 1.448
75 C -6.037 -2.131 2.842
76 C -6.930 -2.714 0.583
77 H -5.252 0.015 1.667
78 H -5.466 -3.061 2.903
79 H -7.013 -2.271 3.311
80 H -5.496 -1.343 3.369
81 H -6.272 -3.006 -0.239
82 H -7.812 -2.220 0.168
83 H -7.235 -3.599 1.142
84 C 3.292 0.349 7.447
85 O 2.660 0.928 6.570
86 N 2.816 -0.658 8.219
87 C 3.629 -1.294 9.238
88 C 1.453 -1.114 8.021
89 H 4.334 0.617 7.679
90 H 3.718 -2.359 9.010
91 H 3.145 -1.168 10.210
92 H 4.625 -0.852 9.275
93 H 1.337 -1.464 6.992
94 H 0.767 -0.279 8.186
95 H 1.216 -1.923 8.712
96 C -8.685 -5.869 2.431
97 O -8.406 -4.693 2.591
98 N -9.723 -6.334 1.687
99 C -9.992 -7.751 1.544
100 C -10.588 -5.383 1.014
101 H -8.093 -6.673 2.898
102 H -9.938 -8.019 0.486
103 H -10.994 -7.964 1.924
104 H -9.265 -8.344 2.100
105 H -9.991 -4.778 0.328
106 H -11.041 -4.723 1.758
107 H -11.369 -5.902 0.460
108 C 4.985 3.959 -5.218
109 O 6.151 3.897 -4.871
110 N 4.476 4.858 -6.101
111 C 3.073 4.869 -6.464
112 C 5.365 5.838 -6.698
113 H 4.227 3.262 -4.825
114 H 2.983 4.711 -7.542
115 H 2.643 5.838 -6.200
116 H 2.529 4.082 -5.941
117 H 6.157 5.319 -7.243
118 H 5.820 6.439 -5.908
119 H 4.815 6.486 -7.381


(2)
Computed, not measured: one molecule with the formula C6H13NO, with ωB97M-V/def2-TZVPD.

The energy comes out at -9969.092 eV. The orbital gap is 0.360 Eh. The net charge is 0. As for the structure (SMILES): CCCN(C)CC=O. The value obtained for the relative energy (zero: lowest compared OMol25 entry of this formula, charge and spin) is 48.0 kcal per mole. The HOMO energy is -0.3240 hartree.

Positions of all 21 atoms, in Å:
1 C 1.215 1.310 -0.305
2 C 2.550 1.386 -1.013
3 C 0.798 -0.098 0.143
4 N -0.658 -0.224 0.296
5 C -1.102 0.014 1.662
6 C -1.184 -1.483 -0.208
7 C -2.647 -1.387 -0.634
8 O -3.563 -1.758 0.046
9 H 0.522 1.631 -1.099
10 H 1.048 2.038 0.490
11 H 2.749 2.272 -1.619
12 H 3.425 1.321 -0.352
13 H 2.756 0.559 -1.704
14 H 1.086 -0.704 -0.717
15 H 1.317 -0.350 1.074
16 H -2.134 0.371 1.576
17 H -1.178 -0.904 2.273
18 H -0.565 0.746 2.255
19 H -1.055 -2.289 0.536
20 H -0.625 -1.636 -1.136
21 H -2.754 -0.815 -1.564


(3)
Computed, not measured: a 10-piece molecular cluster, C49H117N5O12 overall, with ωB97M-V/def2-TZVPD.

The energy comes out at -84722.437 eV. The orbital gap is 0.342 Eh. The net charge is 0. As for the structure (SMILES): CC1(C)CCCC(C)(C)N1O.CC1(C)CCCC(C)(C)N1O.CC1(C)CCCC(C)(C)N1O.COCCNCCOC.COCCNCCOC.CCO.CCO.CCO.CCO.CCO. The value obtained for the relative energy (zero: lowest compared OMol25 entry of this formula, charge and spin) is 0.0 kcal per mole. The HOMO energy is -0.3220 hartree.

Positions of all 183 atoms, in Å:
1 C -1.096 7.082 -2.098
2 O -1.248 6.062 -1.201
3 C -1.465 4.801 -1.943
4 C -0.177 3.993 -1.957
5 N 0.081 3.573 -0.535
6 C 1.196 2.611 -0.527
7 C 2.615 3.189 -0.701
8 O 2.874 4.041 0.419
9 C 4.094 4.766 0.276
10 H -2.118 7.372 -2.557
11 H -0.388 6.940 -2.941
12 H -0.807 7.954 -1.489
13 H -1.953 5.066 -2.902
14 H -2.295 4.277 -1.430
15 H 0.547 4.566 -2.471
16 H -0.428 3.069 -2.512
17 H 0.370 4.418 0.025
18 H 1.143 1.834 -1.268
19 H 1.263 2.102 0.422
20 H 2.744 3.817 -1.552
21 H 3.390 2.399 -0.780
22 H 4.964 4.094 0.033
23 H 4.203 5.212 1.293
24 H 3.903 5.572 -0.508
25 C 6.581 0.638 2.389
26 O 5.980 1.931 2.427
27 C 4.579 1.702 2.341
28 C 3.922 1.065 3.622
29 N 2.529 0.683 3.384
30 C 1.860 0.255 4.640
31 C 0.660 -0.672 4.322
32 O -0.090 -0.936 5.501
33 C -0.379 -2.313 5.745
34 H 6.103 -0.052 3.119
35 H 7.655 0.680 2.440
36 H 6.418 0.217 1.437
37 H 4.407 1.029 1.499
38 H 4.076 2.630 2.035
39 H 3.922 1.788 4.410
40 H 4.415 0.178 4.047
41 H 1.996 1.522 3.142
42 H 1.489 1.121 5.234
43 H 2.526 -0.305 5.260
44 H 0.996 -1.647 3.830
45 H 0.007 -0.176 3.629
46 H -1.043 -2.680 4.956
47 H -0.844 -2.314 6.659
48 H 0.502 -2.926 5.732
49 C 0.201 -1.179 0.154
50 C 1.700 -1.391 0.109
51 O 2.394 -0.417 0.896
52 H -0.107 -0.194 -0.167
53 H -0.270 -1.396 1.131
54 H -0.243 -1.953 -0.563
55 H 2.030 -1.183 -0.910
56 H 1.997 -2.326 0.447
57 H 2.067 -0.390 1.800
58 C 4.265 -2.542 3.240
59 C 4.298 -3.218 1.886
60 O 4.491 -2.275 0.797
61 H 4.341 -3.385 4.012
62 H 3.297 -2.012 3.341
63 H 5.179 -1.972 3.363
64 H 3.314 -3.738 1.700
65 H 5.073 -3.956 1.793
66 H 3.904 -1.510 0.966
67 C -3.081 -3.097 0.485
68 C -4.047 -2.578 1.545
69 O -3.212 -2.236 2.762
70 H -3.675 -3.674 -0.256
71 H -2.417 -3.863 0.920
72 H -2.493 -2.303 0.052
73 H -4.692 -3.355 1.862
74 H -4.628 -1.768 1.139
75 H -3.284 -1.304 2.887
76 C 1.909 5.154 3.922
77 C 0.468 4.801 3.624
78 O 0.433 3.593 2.895
79 H 2.395 4.389 4.588
80 H 2.016 6.158 4.346
81 H 2.533 5.077 3.011
82 H -0.051 5.526 2.952
83 H -0.117 4.644 4.557
84 H -0.410 3.647 2.411
85 C 0.628 -4.236 2.290
86 C 1.017 -5.670 1.824
87 O 1.332 -6.479 2.946
88 H 1.443 -3.743 2.876
89 H -0.310 -4.342 2.882
90 H 0.413 -3.577 1.463
91 H 1.843 -5.530 1.121
92 H 0.273 -6.149 1.201
93 H 0.805 -6.223 3.716
94 C -1.659 1.154 1.924
95 C -2.941 1.829 2.227
96 C -3.203 1.609 3.680
97 C -4.183 2.608 4.262
98 C -3.620 4.036 4.053
99 C -3.503 4.306 2.548
100 N -2.612 3.307 1.977
101 O -2.593 3.414 0.515
102 C -4.916 4.327 1.926
103 C -2.720 5.623 2.299
104 C -4.032 1.279 1.374
105 H -1.496 1.142 0.848
106 H -1.647 0.056 2.156
107 H -0.758 1.630 2.341
108 H -3.500 0.550 3.840
109 H -2.232 1.697 4.175
110 H -4.311 2.426 5.321
111 H -5.253 2.502 3.859
112 H -2.594 4.151 4.547
113 H -4.288 4.806 4.453
114 H -4.907 4.427 0.795
115 H -5.449 3.445 2.175
116 H -5.501 5.183 2.300
117 H -2.602 5.901 1.221
118 H -3.355 6.377 2.686
119 H -1.765 5.526 2.858
120 H -4.895 1.296 1.989
121 H -3.751 0.269 1.050
122 H -4.124 1.878 0.457
123 H -1.641 3.231 0.361
124 C 1.832 -3.507 -5.533
125 C 2.609 -4.628 -4.742
126 C 3.572 -3.965 -3.778
127 C 2.891 -3.371 -2.541
128 C 1.908 -4.353 -1.887
129 C 0.967 -5.087 -2.822
130 N 1.809 -5.659 -3.945
131 O 0.974 -6.316 -4.869
132 C 0.420 -6.310 -2.089
133 C -0.148 -4.178 -3.230
134 C 3.401 -5.435 -5.720
135 H 1.500 -2.696 -4.876
136 H 1.020 -4.031 -6.046
137 H 2.435 -3.025 -6.302
138 H 4.282 -4.745 -3.414
139 H 4.157 -3.236 -4.335
140 H 2.393 -2.489 -2.841
141 H 3.697 -3.042 -1.868
142 H 1.258 -3.743 -1.219
143 H 2.332 -5.079 -1.170
144 H -0.194 -6.885 -2.853
145 H 1.225 -6.904 -1.661
146 H -0.285 -5.893 -1.282
147 H 0.242 -3.186 -3.522
148 H -0.838 -4.600 -3.974
149 H -0.769 -3.953 -2.343
150 H 2.825 -5.685 -6.580
151 H 3.756 -6.296 -5.167
152 H 4.266 -4.861 -6.041
153 H 1.491 -7.071 -5.070
154 C -4.604 1.311 -2.642
155 C -3.497 0.326 -2.964
156 C -4.053 -1.025 -3.475
157 C -3.100 -1.853 -4.317
158 C -2.500 -0.981 -5.395
159 C -1.725 0.149 -4.823
160 N -2.744 0.914 -4.069
161 O -2.131 2.119 -3.608
162 C -0.524 -0.373 -3.980
163 C -1.104 1.049 -5.895
164 C -2.681 0.065 -1.647
165 H -5.194 1.597 -3.520
166 H -4.228 2.239 -2.144
167 H -5.298 0.980 -1.866
168 H -4.609 -1.541 -2.678
169 H -4.883 -0.708 -4.148
170 H -3.678 -2.708 -4.722
171 H -2.246 -2.254 -3.755
172 H -3.226 -0.561 -6.085
173 H -1.795 -1.525 -6.031
174 H -0.119 0.372 -3.269
175 H -0.705 -1.297 -3.443
176 H 0.285 -0.690 -4.657
177 H -0.368 0.500 -6.468
178 H -1.910 1.388 -6.481
179 H -0.613 1.866 -5.356
180 H -1.975 -0.738 -1.747
181 H -3.464 -0.256 -0.947
182 H -2.313 1.010 -1.294
183 H -2.674 2.819 -3.983